No. 1
Computed, not measured: 2 unconnected molecules or ions with the total composition C5H14, with the ωB97M-V functional and the def2-TZVPD basis.

Properties
Highest occupied orbital energy in eV: -11.204
Structure (SMILES): CCC.CC
Relative energy (zero: lowest compared OMol25 entry of this formula, charge and spin) in kcal per mole: 12.7

Geometry as ORCA input:
```
! RIJCOSX wB97M-V def2-TZVPD def2/J DEFGRID3
* xyz 0 1
C -0.906 -0.016 1.993
C -1.164 -0.422 0.523
C -2.555 0.174 0.102
H -1.646 0.740 2.276
H -1.215 -0.866 2.607
H 0.084 0.343 2.258
H -0.920 -1.456 0.305
H -0.534 0.228 -0.074
H -2.366 1.243 0.223
H -3.378 -0.058 0.767
H -2.811 -0.009 -0.939
C 2.400 -0.588 -1.573
C 2.096 0.768 -0.977
H 1.595 -0.919 -2.237
H 3.302 -0.631 -2.178
H 2.510 -1.406 -0.852
H 1.992 1.520 -1.765
H 2.915 1.177 -0.380
H 1.175 0.710 -0.423
*
```

=====

No. 2
Computed, not measured: 2 unconnected molecules or ions with the total composition C5H11O2, with the ωB97M-V functional and the def2-TZVPD basis.

Properties
Highest occupied orbital energy in eV: -3.828
Relative energy (zero: lowest compared OMol25 entry of this formula, charge and spin) in kcal per mole: 37.0

Geometry as ORCA input:
```
! RIJCOSX wB97M-V def2-TZVPD def2/J DEFGRID3
* xyz -1 1
C -0.067 0.129 -2.338
C 1.060 -0.903 -1.956
C -1.187 0.126 -1.197
O -1.946 1.111 -1.163
O -1.252 -0.958 -0.669
H 0.311 1.240 -2.271
H -0.338 -0.071 -3.393
H 1.175 -0.927 -0.865
H 2.032 -0.491 -2.433
H 0.943 -1.967 -2.109
C -0.801 0.173 2.126
C 0.639 0.584 2.519
H -1.634 -0.033 2.854
H -1.318 0.924 1.604
H -0.766 -0.815 1.495
H 0.836 1.571 2.328
H 0.843 0.185 3.576
H 1.469 0.121 1.891
*
```

=====

No. 3
Computed, not measured: a molecular structure, C29H23Br2Cl3N5O4Se3TeY, with the ωB97M-V functional and the def2-TZVPD basis.

Properties
Highest occupied orbital energy in eV: -6.640
Relative energy (zero: lowest compared OMol25 entry of this formula, charge and spin) in kcal per mole: 0.0

Geometry as ORCA input:
```
! RIJCOSX wB97M-V def2-TZVPD def2/J DEFGRID3
* xyz 0 1
Y 0.028 -0.047 -0.085
Cl 0.973 2.921 7.154
C 0.623 2.381 5.538
C 1.485 1.500 4.914
C 1.186 1.082 3.629
Cl 2.234 -0.050 2.821
C 0.057 1.520 2.914
O -0.192 1.131 1.699
C -0.788 2.405 3.611
Cl -2.219 2.952 2.805
C -0.518 2.836 4.896
H 2.373 1.142 5.414
H -1.195 3.518 5.390
O 4.462 4.498 -1.855
C 3.664 3.524 -1.384
C 3.140 3.527 -0.093
C 2.329 2.481 0.284
N 2.020 1.461 -0.527
C 2.530 1.486 -1.757
Br 2.005 0.061 -2.864
C 3.357 2.474 -2.241
H 4.580 5.186 -1.190
H 3.352 4.329 0.602
H 1.888 2.452 1.271
H 3.736 2.453 -3.251
O -5.992 -1.204 2.519
C -4.817 -0.936 1.915
C -4.694 -0.084 0.826
C -3.443 0.120 0.281
N -2.340 -0.468 0.761
C -2.491 -1.266 1.803
Br -0.884 -2.040 2.462
C -3.679 -1.551 2.431
H -6.706 -0.731 2.075
H -5.555 0.416 0.401
H -3.292 0.784 -0.559
H -3.738 -2.213 3.281
Se -0.830 -2.296 -1.775
Se -2.740 -1.413 -2.769
Te -1.779 0.619 -3.887
Se -1.095 1.924 -1.842
C 2.528 -2.345 5.884
C 2.766 -3.389 4.830
C 4.052 -3.777 4.470
C 4.265 -4.717 3.472
C 3.190 -5.306 2.821
N 3.453 -6.286 1.819
C 2.662 -6.548 0.716
O 2.531 -7.662 0.261
N 2.036 -5.448 0.150
C 2.510 -4.123 0.166
C 3.855 -3.789 0.151
C 4.201 -2.449 0.138
C 3.208 -1.491 0.117
N 1.906 -1.801 0.129
C 1.577 -3.094 0.172
C 1.898 -4.942 3.180
C 1.699 -3.992 4.169
H 3.383 -2.260 6.555
H 1.647 -2.579 6.481
H 2.361 -1.366 5.428
H 4.905 -3.334 4.971
H 5.273 -4.997 3.191
H 3.929 -7.117 2.135
H 1.361 -5.689 -0.559
H 4.612 -4.562 0.150
H 5.238 -2.145 0.127
H 3.455 -0.438 0.099
H 0.521 -3.333 0.203
H 1.047 -5.406 2.696
H 0.686 -3.731 4.452
*
```

=====

No. 4
Computed, not measured: a molecular structure, C2H4N2O3, with the ωB97M-V functional and the def2-TZVPD basis.

Properties
Highest occupied orbital energy in eV: -8.956
Relative energy (zero: lowest compared OMol25 entry of this formula, charge and spin) in kcal per mole: 185.4

Geometry as ORCA input:
```
! RIJCOSX wB97M-V def2-TZVPD def2/J DEFGRID3
* xyz 0 1
C -1.898 -0.049 0.467
C 1.585 -0.033 0.583
N 1.815 -1.143 -0.006
N -1.142 -0.569 -0.471
O -2.212 1.246 0.085
O 2.283 0.780 -0.231
O 2.664 -0.369 -0.904
H 1.211 0.230 1.576
H -2.942 1.572 0.609
H -0.663 -1.499 -0.371
H -0.701 -0.164 -1.337
*
```

=====

| no. | strongest force on any atom (Eh/bohr) | electronic energy (hartree) |
| --- | --- | --- |
| 1 | 0.041 | -198.86889 |
| 2 | 0.080 | -347.59074 |
| 3 | 0.011 | -15733.20812 |
| 4 | 0.064 | -413.59620 |